No. 1
63
Properties=species:S:1:pos:R:3 method="wB97M-V/def2-TZVPD" s_squared=0.7597 energy_ev=-79891.4238 spin_multiplicity=2 total_charge=-1 e_lumo_ev="2.029 / 2.068" homo_energy_ev="-5.10 / -5.30" orbital_gap_ev="7.13 / 7.37"
Ru -0.376 -0.010 0.641
O -0.414 -0.889 2.423
C 0.565 -1.529 2.993
C 0.252 -2.443 4.020
C 1.240 -3.152 4.667
C 2.584 -2.973 4.336
C 2.907 -2.062 3.352
C 1.925 -1.341 2.664
C 2.360 -0.400 1.659
N 1.634 0.189 0.783
N 2.322 1.040 -0.070
C 1.516 1.955 -0.564
O 0.291 2.075 -0.295
C 2.115 2.892 -1.568
C 3.409 2.725 -2.052
C 3.895 3.566 -3.043
C 3.093 4.580 -3.553
C 1.806 4.756 -3.063
C 1.318 3.914 -2.073
H -0.791 -2.550 4.297
H 0.967 -3.853 5.448
H 3.357 -3.530 4.848
H 3.946 -1.895 3.089
H 3.417 -0.151 1.624
H 4.016 1.927 -1.647
H 4.901 3.430 -3.420
H 3.473 5.232 -4.330
H 1.180 5.549 -3.452
H 0.316 4.027 -1.677
F -2.729 2.293 4.510
C -2.940 1.781 3.286
F -4.191 2.103 2.925
F -2.873 0.451 3.386
S -1.713 2.443 2.077
O -1.854 3.865 2.214
O -0.458 1.846 2.508
O -2.164 1.867 0.815
N -3.163 3.441 -4.044
C -2.378 2.683 -3.683
C -1.370 1.740 -3.282
C -0.264 1.513 -4.095
C 0.679 0.595 -3.680
C 0.489 -0.057 -2.472
N -0.559 0.172 -1.685
C -1.472 1.064 -2.073
H -0.151 2.057 -5.024
H 1.564 0.394 -4.266
H 1.197 -0.790 -2.111
H -2.289 1.253 -1.386
N -3.090 -0.795 0.394
C -2.238 -1.562 0.239
S 0.256 -2.174 -0.062
C -1.448 -2.829 0.002
N -1.600 -3.734 1.116
C -2.501 -4.757 1.126
C -3.090 -5.201 0.000
C -2.696 -4.574 -1.242
C -1.908 -3.494 -1.267
H -1.219 -3.398 1.988
H -2.660 -5.218 2.092
H -3.771 -6.036 0.025
H -3.028 -5.003 -2.180
H -1.594 -3.022 -2.188



No. 2
46
Properties=species:S:1:pos:R:3 method="wB97M-V/def2-TZVPD" smiles="Cc1ccc(C(=O)Nc2ccccc2C(=O)N2CCOCC2)cc1[N+](=O)[O-]" energy_ev=-34717.4767 spin_multiplicity=1 e_lumo_ev=-0.355 homo_energy_ev=-8.84 orbital_gap_ev=8.49
C 5.698 2.321 -0.619
C 4.622 1.326 -0.348
C 3.289 1.683 -0.540
C 2.247 0.804 -0.319
C 2.506 -0.499 0.107
C 1.459 -1.531 0.396
O 1.702 -2.499 1.088
N 0.254 -1.272 -0.177
C -0.902 -2.043 -0.158
C -0.900 -3.391 0.196
C -2.056 -4.138 0.097
C -3.228 -3.564 -0.372
C -3.252 -2.218 -0.683
C -2.111 -1.432 -0.543
C -2.136 0.019 -0.867
O -1.223 0.552 -1.499
N -3.209 0.736 -0.462
C -4.111 0.397 0.618
C -3.878 1.367 1.789
O -4.020 2.708 1.394
C -3.106 3.031 0.370
C -3.317 2.131 -0.850
C 3.827 -0.875 0.308
C 4.867 0.017 0.086
N 6.202 -0.476 0.322
O 7.084 0.326 0.551
O 6.364 -1.677 0.283
H 6.495 1.889 -1.221
H 6.154 2.645 0.316
H 5.292 3.188 -1.133
H 3.067 2.685 -0.875
H 1.239 1.156 -0.475
H 0.145 -0.431 -0.742
H 0.020 -3.841 0.529
H -2.037 -5.184 0.362
H -4.119 -4.160 -0.491
H -4.159 -1.770 -1.064
H -3.940 -0.622 0.959
H -5.143 0.500 0.264
H -4.618 1.196 2.572
H -2.869 1.198 2.198
H -3.285 4.076 0.115
H -2.074 2.916 0.736
H -2.566 2.334 -1.614
H -4.319 2.297 -1.257
H 4.045 -1.877 0.649



No. 3
36
Properties=species:S:1:pos:R:3 method="wB97M-V/def2-TZVPD" smiles="Cc1cccc(S(=O)(=O)NNC(=O)c2sc(C)nc2C)c1" energy_ev=-46007.3142 spin_multiplicity=1 e_lumo_ev=0.112 homo_energy_ev=-9.16 orbital_gap_ev=9.27
C 1.300 2.330 1.766
C 0.038 2.146 0.982
C -0.408 3.128 0.103
C -1.576 2.968 -0.625
C -2.314 1.803 -0.505
C -1.865 0.831 0.363
S -2.690 -0.744 0.374
O -4.113 -0.627 0.335
O -2.089 -1.589 1.378
N -2.181 -1.334 -1.148
N -0.839 -1.702 -1.060
C 0.077 -0.701 -1.315
O -0.155 0.221 -2.067
C 1.367 -0.830 -0.636
S 2.578 0.313 -1.137
C 3.612 -0.300 0.127
C 4.974 0.234 0.350
N 3.080 -1.239 0.832
C 1.825 -1.562 0.439
C 1.127 -2.633 1.208
C -0.715 0.985 1.108
H 1.699 1.373 2.094
H 1.103 2.936 2.651
H 2.051 2.842 1.168
H 0.176 4.028 -0.018
H -1.897 3.742 -1.303
H -3.211 1.627 -1.075
H -2.770 -2.069 -1.520
H -0.634 -2.325 -0.284
H 5.424 -0.273 1.199
H 5.591 0.074 -0.533
H 4.937 1.304 0.543
H 1.745 -2.884 2.067
H 1.009 -3.531 0.601
H 0.148 -2.312 1.565
H -0.412 0.192 1.775



No. 4
12
Properties=species:S:1:pos:R:3 method="wB97M-V/def2-TZVPD" smiles="N[C@H](Cl)/C(Cl)=C(/O)I" energy_ev=-39857.6559 spin_multiplicity=1 e_lumo_ev=0.084 homo_energy_ev=-9.14 orbital_gap_ev=9.23
N 1.477 -0.517 0.311
C 0.193 -0.608 -0.322
Cl 0.275 -1.182 -1.998
C -0.370 0.725 -0.433
Cl 0.788 1.981 -0.744
C -1.608 1.118 -0.312
O -2.021 2.367 -0.613
I -3.260 -0.206 -0.018
H 2.053 -1.275 0.024
H 1.995 0.338 0.305
H -0.490 -1.373 0.336
H -2.754 2.830 -0.157



No. 5
81
Properties=species:S:1:pos:R:3 method="wB97M-V/def2-TZVPD" energy_ev=-66791.0198 spin_multiplicity=1 total_charge=-1 e_lumo_ev="1.445 / 2.469" homo_energy_ev="-1.72 / -5.06" orbital_gap_ev="3.17 / 7.53"
Pb 0.000 0.000 0.000
O -3.153 2.333 0.796
C -2.131 1.687 0.903
O -1.641 1.159 -0.038
C -1.361 1.657 2.207
C -1.165 0.186 2.638
C -0.841 0.130 4.131
C 0.602 0.598 4.132
C 0.829 0.835 2.638
O 0.019 -0.058 2.072
C 0.128 2.140 2.206
C 0.730 2.618 0.903
O 1.179 3.741 0.798
O 0.647 1.902 -0.037
H -1.960 2.222 2.951
H -2.038 -0.467 2.420
H -1.537 0.735 4.754
H -0.866 -0.930 4.468
H 0.812 1.494 4.755
H 1.245 -0.246 4.467
H 1.921 0.818 2.421
H 0.278 2.949 2.953
C -0.910 4.522 -2.676
C -1.899 3.544 -2.674
C -1.546 2.192 -2.624
C -0.198 1.793 -2.578
C 0.783 2.795 -2.584
C 0.430 4.148 -2.631
P 0.151 0.000 -2.524
C 0.608 -0.436 -4.237
C 0.455 0.428 -5.330
C 0.794 0.020 -6.625
C 1.282 -1.263 -6.850
C 1.426 -2.144 -5.783
C 1.085 -1.736 -4.490
C 1.966 0.020 -1.592
C 3.114 0.066 -2.403
C 4.393 0.083 -1.832
C 4.562 0.057 -0.445
C 3.455 0.017 0.398
C 2.177 0.000 -0.151
H -1.181 5.573 -2.712
H -2.947 3.829 -2.709
H -2.341 1.449 -2.623
H 1.840 2.549 -2.559
H 1.207 4.908 -2.632
H 0.062 1.434 -5.203
H 0.667 0.708 -7.457
H 1.541 -1.579 -7.857
H 1.798 -3.151 -5.953
H 1.200 -2.449 -3.675
H 3.046 0.108 -3.486
H 5.267 0.119 -2.479
H 5.564 0.071 -0.022
H 3.578 0.000 1.476
C 0.387 -4.290 3.962
C 0.920 -3.170 3.329
C 0.206 -2.521 2.316
C -1.068 -2.982 1.911
C -1.582 -4.122 2.574
C -0.864 -4.766 3.584
C -1.946 -2.382 0.838
C -1.799 -1.307 0.000
C -2.887 -0.938 -1.006
C -2.716 0.178 -1.865
C -3.692 0.542 -2.796
C -4.869 -0.190 -2.903
C -5.073 -1.290 -2.078
C -4.104 -1.664 -1.143
H 0.944 -4.789 4.745
H 1.894 -2.801 3.624
H 0.690 -1.677 1.891
H -2.553 -4.525 2.310
H -1.282 -5.636 4.074
H -2.857 -2.942 0.749
H -1.834 0.794 -1.844
H -3.533 1.399 -3.438
H -5.623 0.096 -3.625
H -5.990 -1.860 -2.162
H -4.352 -2.527 -0.552
H 0.560 -1.723 0.000



No. 6
107
Properties=species:S:1:pos:R:3 method="wB97M-V/def2-TZVPD" smiles="CS(=O)(=O)c1ccc2c(c1C(=O)NC(=O)F)C(=O)c1c(ccc(S(=O)(=O)F)c1Cl)C2=O.COP(=O)(OC)OC.COP(=O)(OC)OC.COP(=O)(OC)OC.COP(=O)(OC)OC" energy_ev=-158203.7019 spin_multiplicity=1 e_lumo_ev=-1.872 homo_energy_ev=-10.00 orbital_gap_ev=8.13
C -0.498 1.829 -0.848
S -0.116 0.016 -0.834
O -0.938 -0.582 0.227
O -0.556 -0.545 -2.126
C 1.677 -0.123 -0.565
C 2.544 0.385 -1.663
C 4.013 0.389 -1.605
C 4.641 -0.142 -0.386
C 3.779 -0.676 0.704
C 2.314 -0.679 0.638
C 1.467 -1.224 1.823
O 1.398 -2.412 2.033
N 0.710 -0.347 2.729
C -0.125 -1.155 3.607
O -1.288 -1.264 3.447
F 0.496 -1.824 4.664
C 4.518 -1.252 1.974
O 4.195 -2.274 2.513
C 5.754 -0.381 2.436
C 6.611 0.164 1.349
C 7.777 0.982 1.713
C 8.014 1.244 3.133
C 7.147 0.735 4.227
S 7.588 1.215 5.914
O 7.918 2.638 5.949
O 6.556 0.950 6.895
F 8.938 0.396 6.399
C 6.002 -0.118 3.857
Cl 4.906 -0.807 5.072
C 6.194 -0.171 -0.135
O 6.985 -0.459 -0.995
H 0.166 2.269 -1.639
H -1.589 2.029 -0.991
H -0.122 2.212 0.149
H 2.049 0.808 -2.577
H 4.638 0.788 -2.469
H 1.345 0.167 3.354
H 8.423 1.389 0.894
H 8.890 1.879 3.438
C -1.364 -3.851 5.762
O -1.053 -5.239 5.831
P -1.982 -6.350 5.162
O -1.233 -7.398 4.465
O -3.031 -5.561 4.252
C -2.647 -5.191 2.930
O -2.867 -6.906 6.362
C -3.926 -6.136 6.912
H -0.976 -3.434 4.837
H -2.440 -3.677 5.829
H -0.887 -3.349 6.602
H -1.857 -5.831 2.538
H -2.314 -4.153 2.923
H -3.520 -5.283 2.282
H -4.568 -5.731 6.129
H -3.527 -5.325 7.525
H -4.530 -6.788 7.542
C -6.399 3.184 0.369
O -5.162 3.863 0.174
P -3.936 3.707 1.178
O -2.639 3.573 0.501
O -4.307 2.499 2.151
C -4.030 1.165 1.725
O -4.021 4.990 2.115
C -5.021 5.100 3.118
H -6.339 2.188 -0.063
H -6.664 3.122 1.426
H -7.182 3.743 -0.143
H -3.234 1.128 0.982
H -4.934 0.718 1.314
H -3.717 0.586 2.596
H -5.080 4.192 3.718
H -5.991 5.314 2.665
H -4.752 5.925 3.778
C 2.625 2.025 -7.333
O 2.831 1.346 -6.099
P 4.287 1.040 -5.527
O 4.407 1.282 -4.082
O 5.305 1.872 -6.429
C 5.548 3.239 -6.108
O 4.565 -0.467 -5.929
C 4.859 -0.831 -7.273
H 2.640 3.104 -7.167
H 3.376 1.749 -8.074
H 1.647 1.743 -7.720
H 5.343 3.459 -5.060
H 4.934 3.878 -6.741
H 6.598 3.456 -6.307
H 5.626 -0.183 -7.699
H 3.954 -0.791 -7.883
H 5.239 -1.851 -7.274
C -4.760 1.255 -5.439
O -5.342 1.827 -4.275
P -5.592 0.979 -2.944
O -5.233 1.700 -1.719
O -4.818 -0.397 -3.137
C -3.429 -0.417 -2.805
O -7.128 0.575 -3.015
C -7.583 -0.426 -3.916
H -3.671 1.298 -5.367
H -5.085 0.224 -5.587
H -5.078 1.838 -6.303
H -3.183 0.364 -2.087
H -2.828 -0.289 -3.703
H -3.190 -1.382 -2.359
H -6.962 -1.320 -3.859
H -7.593 -0.041 -4.938
H -8.599 -0.701 -3.634



No. 7
27
Properties=species:S:1:pos:R:3 method="wB97M-V/def2-TZVPD" smiles="COC(=[NH2+])/C([NH3+])=C(/C)N=C(N)N" energy_ev=-15945.7426 spin_multiplicity=1 total_charge=+2 e_lumo_ev=-7.793 homo_energy_ev=-16.61 orbital_gap_ev=8.82
C -2.930 1.618 0.137
O -2.178 0.405 0.190
C -0.932 0.283 -0.302
N -0.378 1.281 -1.025
C -0.373 -1.004 -0.115
N -1.353 -2.049 0.143
C 1.014 -1.270 -0.013
C 1.499 -2.624 -0.137
N 1.908 -0.322 -0.058
C 1.822 0.944 0.266
N 0.997 1.379 1.289
N 2.731 1.723 -0.330
H -3.784 1.462 0.686
H -3.158 1.794 -0.871
H -2.191 2.425 0.416
H -1.106 1.919 -1.396
H 0.536 0.964 -1.497
H -2.395 -1.811 0.147
H -1.253 -2.417 1.170
H -1.233 -2.968 -0.360
H 1.439 -2.907 -1.201
H 1.206 -3.459 0.514
H 2.526 -2.491 -0.017
H 0.622 0.726 1.861
H 0.962 2.286 1.797
H 3.418 1.347 -1.002
H 2.584 2.765 -0.290



No. 8
12
Properties=species:S:1:pos:R:3 method="wB97M-V/def2-TZVPD" energy_ev=-9246.5816 spin_multiplicity=1 total_charge=+1 e_lumo_ev=-5.259 homo_energy_ev=-15.50 orbital_gap_ev=10.24
C -1.404 -1.996 0.202
C 0.181 -0.266 -1.895
C -0.148 -0.024 1.312
C 0.164 0.898 0.185
N -0.933 -1.110 0.848
N 0.889 0.198 -0.940
O -0.495 -0.699 -2.662
H 0.781 -0.431 1.758
H -0.948 0.491 2.023
H -0.790 1.180 -0.274
H 0.740 1.777 0.316
H 1.963 -0.019 -0.872



No. 9
18
Properties=species:S:1:pos:R:3 method="wB97M-V/def2-TZVPD" energy_ev=-25702.8991 spin_multiplicity=1 e_lumo_ev=0.642 homo_energy_ev=-7.72 orbital_gap_ev=8.36
C -1.009 0.116 0.315
C 1.301 0.361 -0.987
C 1.460 0.109 1.096
C 0.377 0.732 0.193
N -3.960 2.059 0.381
N -4.006 0.960 0.261
N 2.030 -0.555 -0.090
O 0.207 -2.328 -0.440
O -4.094 -0.182 0.150
O -1.477 -0.439 -1.001
S -1.153 -1.614 0.015
H 0.837 -0.130 -1.845
H 1.900 1.202 -1.339
H 2.122 0.853 1.548
H 1.119 -0.582 1.868
H 0.242 1.808 0.330
H 1.061 -1.790 -0.280
H 3.040 -0.581 -0.174



No. 10
22
Properties=species:S:1:pos:R:3 method="wB97M-V/def2-TZVPD" smiles="C/C=C1/c2cscc2S(=O)(=O)N1C" energy_ev=-35694.4595 spin_multiplicity=1 e_lumo_ev=0.174 homo_energy_ev=-8.19 orbital_gap_ev=8.36
C 1.993 2.032 0.779
C 1.678 0.615 0.574
C 0.470 0.161 0.155
C 0.278 -1.286 0.164
C 1.025 -2.253 0.718
S 0.444 -3.849 0.434
C -1.028 -3.196 -0.401
C -0.810 -1.863 -0.585
S -1.604 -0.521 -1.258
O -2.997 -0.364 -0.959
O -1.257 -0.239 -2.612
N -0.748 0.660 -0.285
C -1.432 1.942 -0.121
H 1.174 2.684 0.913
H 2.585 2.353 -0.034
H 2.625 2.225 1.688
H 2.473 -0.020 0.507
H 1.851 -1.891 1.300
H -1.874 -3.774 -0.677
H -2.396 1.816 0.463
H -0.793 2.619 0.401
H -1.657 2.149 -1.166



No. 11
14
Properties=species:S:1:pos:R:3 method="wB97M-V/def2-TZVPD" s_squared=2.0232 energy_ev=-19295.0571 spin_multiplicity=3 total_charge=+1 e_lumo_ev="-5.338 / -8.141" homo_energy_ev="-10.68 / -13.54" orbital_gap_ev="5.34 / 5.40"
C 0.594 -0.831 1.280
C 0.377 0.482 1.745
C 0.697 -0.039 0.099
C 1.171 2.415 0.281
C -1.903 -2.481 -2.039
N 1.117 1.129 0.708
Cl -0.751 -3.379 -2.698
H 0.296 -1.864 1.548
H -0.581 0.736 2.161
H 2.264 2.776 0.185
H 0.842 3.040 1.204
H 0.543 2.596 -0.632
H -2.281 -1.681 -2.700
H -2.384 -2.899 -1.141



The records above yield max |F| values of 2.5, 1.4, 1.1, 3.1, 6.3, 4.7, 4.6, 3.3, 2.7, 4.2, 5.5 eV/Å, respectively.